{"formula": "C33H25N2O4SSbSc", "method": "ωB97M-V/def2-TZVPD", "multiplicity": 1, "gap_ev": 6.75, "fmax_ev_per_a": 0.236, "lumo_ev": -3.85, "total_charge": 1, "homo_ev": -10.6, "e_above_lowest_ev": 0.000, "elements": ["Sc", "O", "C", "O", "C", "C", "C", "C", "C", "N", "C", "O", "O", "H", "H", "H", "H", "S", "Sb", "C", "C", "C", "C", "C", "C", "C", "C", "C", "C", "C", "C", "C", "C", "C", "C", "C", "C", "H", "H", "H", "H", "H", "H", "H", "H", "H", "H", "H", "H", "H", "H", "H", "C", "C", "C", "C", "C", "C", "C", "C", "N", "H", "H", "H", "H", "H", "H"], "xyz": [[-0.093012, -1.331731, -1.032268], [2.025874, -4.704879, -2.704910], [1.483670, -3.768224, -1.972014], [0.934751, -2.771490, -2.438947], [1.544111, -3.962464, -0.501079], [2.063551, -5.033801, 0.193403], [1.965320, -5.000547, 1.586937], [1.388656, -3.909754, 2.216277], [0.902067, -2.872980, 1.428129], [0.975789, -2.925600, 0.110850], [0.242922, -1.592777, 1.920914], [0.127681, -1.371481, 3.101827], [-0.132513, -0.822764, 0.937001], [1.939751, -4.483077, -3.646999], [2.514512, -5.868475, -0.323726], [2.332001, -5.832716, 2.171455], [1.295787, -3.848573, 3.291603], [1.387918, 0.532497, -1.868177], [0.592703, 2.273054, -0.553385], [1.704151, 2.555691, 1.200586], [2.613781, 3.609291, 1.211043], [3.381193, 3.833660, 2.344947], [3.234166, 3.016451, 3.456382], [2.320420, 1.971201, 3.442236], [1.550877, 1.733898, 2.313791], [-1.466196, 2.095838, -0.201396], [-1.973114, 1.718680, 1.037609], [-3.347208, 1.613745, 1.202960], [-4.200494, 1.884488, 0.141639], [-3.689472, 2.267307, -1.091555], [-2.318388, 2.374684, -1.267504], [0.847153, 4.008542, -1.691728], [1.688942, 3.991241, -2.797816], [1.883211, 5.160369, -3.519821], [1.238639, 6.328505, -3.137623], [0.394970, 6.338640, -2.034867], [0.196052, 5.176427, -1.305033], [2.729090, 4.254214, 0.347870], [4.092370, 4.648662, 2.357448], [3.832889, 3.197636, 4.339133], [2.197684, 1.336137, 4.309481], [0.841660, 0.919110, 2.311161], [-1.316208, 1.500712, 1.868405], [-3.749046, 1.325274, 2.165418], [-5.270810, 1.801647, 0.276948], [-4.356533, 2.484374, -1.914814], [-1.922566, 2.678328, -2.230422], [2.181749, 3.074996, -3.099732], [2.536722, 5.158268, -4.381731], [1.392365, 7.237297, -3.704016], [-0.108868, 7.250183, -1.742865], [-0.465535, 5.185939, -0.445977], [-2.286239, -1.344120, -1.464018], [-2.306984, -2.610739, -0.749651], [-2.531835, -2.683669, 0.642691], [-2.246015, -3.824121, 1.358350], [-1.724452, -4.951839, 0.711745], [-1.564878, -4.934842, -0.670562], [-1.844334, -3.782242, -1.384338], [-1.280132, -6.090049, 1.461430], [-0.858241, -7.002563, 2.019963], [-2.853928, -0.534152, -1.011759], [-2.444857, -1.430629, -2.540156], [-2.899417, -1.805147, 1.158711], [-2.396415, -3.845656, 2.430188], [-1.207603, -5.822662, -1.177857], [-1.719855, -3.773226, -2.461784]], "atomic_forces_ev_per_a": [[-0.0279, 0.0779, 0.2208], [0.0246, -0.0182, 0.0150], [-0.0430, 0.0516, 0.0063], [0.0366, -0.1363, -0.0471], [0.0041, -0.0246, 0.0250], [0.0002, 0.0156, 0.0075], [-0.0071, 0.0106, -0.0201], [0.0097, 0.0168, 0.0184], [-0.0331, 0.0196, -0.0571], [0.0052, -0.0677, -0.0240], [0.0684, -0.0877, 0.1093], [-0.0188, 0.0374, -0.0336], [0.0257, 0.1074, -0.0933], [-0.0074, 0.0124, -0.0136], [-0.0037, -0.0020, -0.0038], [0.0023, -0.0038, -0.0030], [0.0017, 0.0101, 0.0013], [-0.0947, 0.0006, -0.0125], [0.0489, -0.0541, 0.0445], [-0.0711, 0.0300, -0.0126], [0.0078, -0.0027, -0.0118], [0.0024, 0.0069, -0.0051], [0.0010, -0.0007, 0.0005], [-0.0149, -0.0057, 0.0046], [-0.0171, 0.0165, -0.0476], [0.0477, 0.0371, 0.0275], [-0.0249, 0.0171, -0.0008], [0.0112, -0.0032, 0.0026], [-0.0065, -0.0039, 0.0004], [0.0071, -0.0055, 0.0005], [0.0066, -0.0031, -0.0072], [0.0187, -0.0658, -0.0127], [-0.0223, 0.0279, 0.0046], [-0.0001, 0.0145, -0.0069], [0.0101, -0.0074, -0.0087], [-0.0167, -0.0005, 0.0164], [0.0003, 0.0000, 0.0035], [0.0011, 0.0001, 0.0031], [-0.0010, 0.0004, 0.0052], [-0.0012, -0.0037, 0.0017], [0.0085, 0.0031, 0.0052], [0.0045, -0.0554, 0.0357], [-0.0022, -0.0112, -0.0015], [-0.0031, 0.0000, -0.0030], [-0.0017, 0.0016, 0.0032], [-0.0051, -0.0011, -0.0032], [0.0034, -0.0042, 0.0020], [0.0057, 0.0045, 0.0000], [0.0004, -0.0018, -0.0035], [0.0000, 0.0013, -0.0019], [0.0005, 0.0027, -0.0019], [-0.0015, 0.0089, 0.0024], [0.0579, 0.0375, -0.0402], [0.1086, 0.0102, -0.0915], [0.0159, 0.0106, -0.0110], [0.0020, -0.0127, 0.0293], [0.0241, 0.0724, 0.0039], [-0.0079, -0.0286, -0.0104], [-0.0321, 0.0123, 0.0133], [-0.0619, -0.1024, -0.0908], [0.0385, 0.0471, 0.0598], [-0.0108, -0.0050, -0.0136], [-0.0686, 0.0253, 0.0202], [0.0007, 0.0034, -0.0007], [-0.0016, -0.0013, 0.0001], [-0.0017, -0.0009, 0.0016], [-0.0024, -0.0301, -0.0005]], "nbo_charge": [1.6944, -0.6112, 0.8270, -0.6436, 0.0625, -0.1652, -0.1263, -0.1664, 0.1374, -0.5010, 0.7726, -0.5763, -0.8402, 0.5238, 0.2557, 0.2530, 0.2654, -0.7109, 1.7694, -0.3096, -0.2430, -0.1991, -0.1781, -0.1870, -0.2539, -0.3335, -0.2260, -0.1999, -0.1807, -0.2081, -0.2304, -0.3238, -0.2408, -0.2023, -0.1667, -0.2029, -0.2459, 0.2270, 0.2291, 0.2280, 0.2311, 0.2425, 0.2365, 0.2301, 0.2301, 0.2313, 0.2279, 0.2349, 0.2294, 0.2277, 0.2303, 0.2250, -0.9192, -0.0403, -0.2285, -0.0999, -0.2478, -0.1057, -0.2787, 0.2742, -0.3027, 0.2422, 0.2353, 0.2348, 0.2339, 0.2256, 0.2272]}